Entry 1:
Below is 21 unconnected molecules or ions with the total composition C43H49Cl60FN3O3P, with properties calculated with wB97M-V/def2-TZVPD.

Each line ends with the Löwdin charge.
Element x y z (Å)
C  -2.33  1.65  -0.76  -0.082
C  -1.26  0.50  -0.18  -0.330
C  -0.75  -0.36  -1.49  -0.144
C  0.12  -1.70  -1.15  -0.043
C  0.69  -2.16  0.32  0.068
C  1.54  -3.59  0.51  -0.082
C  2.06  -4.06  1.99  -0.194
C  3.68  -4.01  2.21  -0.185
C  3.95  -2.95  3.47  -0.171
F  3.27  -1.66  3.13  -0.163
C  1.86  -4.60  -0.79  -0.187
P  2.81  -6.25  -0.67  0.679
N  4.42  -6.02  -0.71  -0.324
C  1.30  -4.09  -2.25  -0.007
C  0.45  -2.71  -2.43  0.032
C  0.05  -2.59  -4.01  -0.193
O  -0.97  -1.95  -4.59  -0.028
N  1.14  -3.48  -4.64  -0.029
C  0.99  -3.73  -6.12  -0.158
C  1.61  -2.42  -6.95  -0.231
N  2.64  -2.90  -7.96  -0.064
C  1.41  -4.72  -3.76  -0.189
O  1.68  -5.96  -4.19  -0.041
O  -1.87  -0.30  0.89  -0.191
C  -3.00  -1.12  0.43  -0.186
C  -3.57  -1.91  1.78  -0.095
C  -2.88  -3.37  2.19  -0.008
C  -3.45  -4.10  3.58  -0.050
C  -4.63  -3.36  4.51  -0.079
C  -5.28  -1.93  4.05  -0.079
C  -4.74  -1.20  2.68  -0.020
H  -3.28  1.74  -0.05  0.102
H  -1.82  2.70  -0.93  0.050
H  -2.73  1.27  -1.79  0.044
H  -0.34  1.12  0.23  0.160
H  -0.14  0.35  -2.22  0.141
H  -1.71  -0.68  -2.12  0.120
H  0.47  -1.44  1.23  0.116
H  1.45  -3.46  2.81  0.127
H  1.72  -5.19  2.13  0.099
H  4.00  -5.08  2.64  0.032
H  4.31  -3.77  1.26  0.114
H  5.08  -2.80  3.72  0.129
H  3.36  -3.42  4.39  0.066
H  2.37  -7.07  -1.78  -0.035
H  2.38  -6.89  0.57  -0.021
H  4.58  -4.97  -0.79  -0.015
H  -0.18  -3.72  -6.34  0.128
H  1.51  -4.70  -6.51  0.051
H  0.74  -1.90  -7.58  0.073
H  2.01  -1.59  -6.21  0.128
H  2.15  -3.32  -8.79  -0.027
H  3.22  -2.11  -8.33  0.068
H  -2.72  -1.96  -0.33  0.127
H  -3.91  -0.51  0.02  0.125
H  -2.04  -3.90  1.57  0.081
H  -3.05  -5.11  4.01  0.062
H  -5.04  -3.82  5.53  -0.023
H  -6.12  -1.33  4.66  -0.017
H  -5.17  -0.16  2.35  0.090
C  -8.27  0.32  6.39  -1.516
Cl  -7.46  1.88  6.56  0.522
Cl  -8.14  -0.27  4.72  0.558
Cl  -7.59  -0.86  7.52  0.519
H  -9.33  0.45  6.62  0.018
C  -2.77  3.09  -4.63  -1.508
Cl  -2.12  1.45  -4.61  0.540
Cl  -4.54  3.07  -4.52  0.513
Cl  -2.08  4.05  -3.31  0.521
H  -2.50  3.56  -5.58  0.018
C  1.33  -7.36  -7.94  -1.499
Cl  1.39  -8.67  -9.13  0.544
Cl  2.86  -6.46  -7.93  0.549
Cl  -0.03  -6.27  -8.28  0.535
H  1.18  -7.80  -6.95  0.022
C  2.43  0.33  5.94  -1.529
Cl  3.50  -0.52  7.07  0.516
Cl  0.78  -0.31  6.04  0.522
Cl  2.43  2.07  6.28  0.508
H  2.80  0.18  4.93  0.003
C  1.82  5.77  -4.03  -1.533
Cl  0.54  5.87  -5.25  0.509
Cl  1.89  7.25  -3.06  0.500
Cl  1.57  4.36  -2.99  0.496
H  2.78  5.65  -4.55  0.018
C  4.54  6.10  0.01  -1.543
Cl  3.38  7.38  0.41  0.511
Cl  3.91  4.52  0.50  0.515
Cl  4.91  6.11  -1.73  0.511
H  5.47  6.29  0.55  -0.029
C  4.88  -10.21  -9.16  -1.548
Cl  5.69  -8.65  -8.99  0.502
Cl  5.01  -10.81  -10.82  0.513
Cl  5.56  -11.39  -8.02  0.514
H  3.82  -10.08  -8.92  -0.036
C  -7.05  0.10  -5.82  -1.524
Cl  -8.27  -0.93  -6.59  0.517
Cl  -7.72  1.68  -5.41  0.465
Cl  -6.40  -0.70  -4.37  0.517
H  -6.23  0.24  -6.53  0.019
C  -0.34  4.37  5.48  -1.556
Cl  0.29  3.59  4.02  0.484
Cl  -0.66  6.09  5.18  0.513
Cl  -1.81  3.55  6.04  0.522
H  0.42  4.29  6.26  -0.008
C  4.40  6.85  4.31  -1.520
Cl  3.72  5.31  4.88  0.509
Cl  4.83  7.88  5.68  0.509
Cl  5.81  6.55  3.29  0.541
H  3.64  7.36  3.72  0.010
C  -3.67  -6.57  7.37  -1.516
Cl  -3.61  -7.88  6.18  0.517
Cl  -2.15  -5.67  7.39  0.519
Cl  -5.03  -5.49  7.04  0.565
H  -3.82  -7.01  8.36  0.018
C  1.93  -10.28  -1.43  -1.510
Cl  3.42  -9.43  -0.98  0.523
Cl  0.73  -10.14  -0.13  0.519
Cl  1.28  -9.64  -2.95  0.529
H  2.16  -11.33  -1.57  0.021
C  4.35  -7.25  4.84  -1.490
Cl  3.65  -7.53  3.24  0.543
Cl  6.01  -7.86  4.91  0.536
Cl  4.30  -5.52  5.24  0.591
H  3.75  -7.79  5.58  0.021
C  0.09  -2.03  -11.07  -1.506
Cl  0.60  -3.64  -10.57  0.544
Cl  -0.88  -1.26  -9.81  0.534
Cl  1.50  -1.03  -11.47  0.524
H  -0.52  -2.12  -11.97  0.019
C  6.35  -7.87  -3.03  -1.558
Cl  7.16  -6.30  -2.86  0.505
Cl  6.48  -8.46  -4.70  0.503
Cl  7.03  -9.05  -1.90  0.495
H  5.29  -7.73  -2.80  -0.028
C  5.57  11.97  6.89  -1.526
Cl  4.28  12.08  5.67  0.511
Cl  5.63  13.45  7.85  0.523
Cl  5.32  10.56  7.93  0.508
H  6.52  11.85  6.37  0.020
C  1.26  14.51  6.04  -1.524
Cl  -0.02  14.62  4.83  0.537
Cl  1.32  16.00  7.01  0.521
Cl  1.01  13.10  7.09  0.481
H  2.21  14.39  5.53  -0.004
C  -2.76  13.51  2.44  -1.551
Cl  -3.92  14.79  2.84  0.513
Cl  -3.39  11.93  2.94  0.515
Cl  -2.40  13.52  0.71  0.516
H  -1.84  13.70  2.99  -0.046
C  -2.72  13.34  9.26  -1.529
Cl  -2.21  11.72  9.76  0.515
Cl  -3.69  14.11  10.52  0.515
Cl  -1.31  14.34  8.86  0.489
H  -3.33  13.24  8.36  0.020
C  -11.62  3.00  -4.57  -1.532
Cl  -13.37  2.83  -4.80  0.514
Cl  -11.25  3.29  -2.86  0.516
Cl  -10.77  1.57  -5.16  0.484
H  -11.28  3.87  -5.15  0.019

The value obtained for the HOMO energy is -8.344 eV. For the energy above the lowest of the compared OMol25 structures with the same formula, charge and spin, the calculation gives 22.959 eV. As for the strongest force on any atom: 8.45 eV/A.



Entry 2:
Below is a molecular structure, C43H49F2N4O7SbTa, with properties calculated with wB97M-V/def2-TZVPD.

Each line ends with the Löwdin charge.
Element x y z (Å)
Ta  14.42  11.56  10.70  1.927
C  7.85  12.73  12.59  -0.036
O  8.65  13.80  13.02  -0.005
C  9.91  13.85  12.66  -0.231
C  10.51  15.13  12.86  0.051
C  11.81  15.32  12.47  0.027
C  12.58  14.27  11.88  -0.114
C  13.88  14.45  11.47  -0.347
C  14.56  15.80  11.53  0.046
O  14.60  13.61  10.87  -0.114
C  11.95  13.00  11.81  -0.214
O  12.61  11.93  11.22  -0.228
C  10.63  12.80  12.10  0.056
H  8.41  11.82  12.54  0.038
H  7.48  12.90  11.58  0.118
H  7.06  12.51  13.31  0.117
H  10.00  15.99  13.27  0.131
H  12.24  16.28  12.70  0.125
H  14.75  16.06  12.54  0.076
H  13.86  16.61  11.07  0.145
H  15.50  15.64  11.05  0.065
H  10.14  11.92  11.73  0.067
C  18.97  15.33  11.11  -0.072
C  18.13  15.23  9.98  -0.071
C  17.46  14.02  9.80  -0.032
C  17.56  13.03  10.80  -0.269
C  18.39  13.15  11.90  -0.040
C  19.08  14.32  12.07  -0.074
N  16.83  11.84  10.61  -0.047
N  17.57  10.84  10.73  0.127
C  16.89  9.62  10.79  -0.246
C  17.66  8.43  10.83  -0.024
C  17.01  7.26  10.90  -0.081
C  15.61  7.26  10.84  -0.039
C  14.81  8.44  10.77  -0.093
C  15.45  9.69  10.81  -0.243
H  19.57  16.24  11.24  0.107
H  18.14  16.08  9.26  0.127
H  16.74  13.98  9.00  0.107
H  18.55  12.30  12.51  0.103
H  19.83  14.39  12.90  0.129
H  18.72  8.53  10.67  0.122
H  17.61  6.34  10.97  0.121
H  15.00  6.32  11.05  0.128
H  13.75  8.31  10.64  0.064
F  12.61  14.83  16.65  0.070
C  13.17  13.96  15.79  -0.278
C  14.40  14.30  15.17  0.023
C  14.90  13.49  14.15  -0.060
C  14.23  12.33  13.79  -0.345
C  14.91  11.33  12.92  -0.183
C  13.01  12.04  14.38  -0.035
C  12.48  12.84  15.43  0.018
H  14.94  15.23  15.45  0.129
H  15.84  13.73  13.75  0.100
H  14.28  10.41  13.01  0.076
H  15.89  11.11  13.35  0.088
H  12.44  11.17  14.07  0.116
H  11.61  12.58  15.97  0.116
C  11.61  6.04  11.10  -0.200
C  10.25  6.48  11.43  -0.578
C  9.29  5.91  10.38  -0.117
Sb  10.17  8.69  11.71  1.514
C  9.42  9.14  9.68  -0.563
C  7.93  8.98  9.30  -0.119
C  9.82  10.54  9.34  -0.198
C  8.60  8.97  13.15  -0.603
C  7.13  8.90  12.66  -0.111
C  8.93  7.95  14.17  -0.200
H  11.66  5.02  10.66  0.098
H  12.21  5.96  12.05  0.090
H  12.14  6.66  10.41  0.031
H  10.00  6.10  12.38  0.042
H  9.32  4.84  10.43  0.075
H  9.47  6.40  9.39  0.075
H  8.28  6.30  10.62  0.061
H  10.00  8.54  8.99  0.060
H  7.38  9.79  9.80  0.074
H  7.63  7.98  9.48  0.038
H  7.81  9.22  8.24  0.078
H  9.47  11.35  10.02  0.060
H  9.47  10.83  8.34  0.080
H  10.91  10.63  9.28  0.043
H  8.81  9.94  13.46  0.017
H  6.97  7.99  12.10  0.062
H  6.88  9.74  12.02  0.049
H  6.38  8.90  13.43  0.072
H  8.90  6.91  13.71  0.077
H  8.19  7.83  14.97  0.084
H  9.89  8.07  14.66  0.068
F  13.01  5.87  7.45  0.093
C  12.60  7.10  7.03  -0.175
C  13.40  8.15  7.05  0.075
N  12.97  9.43  6.65  0.005
C  13.84  10.56  6.72  -0.005
C  14.11  10.90  8.20  -0.482
O  14.95  11.79  8.59  -0.082
O  13.42  10.39  9.16  -0.115
C  11.68  9.65  6.21  -0.479
O  11.21  10.71  5.91  0.110
N  10.93  8.47  6.03  0.226
C  11.26  7.15  6.52  -0.373
O  10.51  6.20  6.44  0.125
H  14.37  8.10  7.34  0.120
H  13.36  11.44  6.35  0.136
H  14.83  10.42  6.24  0.167
H  9.98  8.63  5.77  0.159

The value obtained for the HOMO energy is -10.196 eV. As for the net charge: +1. For the energy above the lowest of the compared OMol25 structures with the same formula, charge and spin, the calculation gives 1.634 eV. As for the strongest force on any atom: 3.07 eV/A.